No. 1
Entry from the Open Molecules 2025 dataset: a cluster of 4 separate species, C13H28BO10P2S2 in total (ωB97M-V/def2-TZVPD).

Summary:
**Total charge**: -1
**Highest occupied orbital energy**: -3.97 eV
**E_LUMO**: 1.56 eV
**2S+1**: 1

```
56
Properties=species:S:1:pos:R:3:forces:R:3:lowdin_charge:R:1
S 2.8824 3.4785 1.0925 -1.1 -0.5 0.6 0.60
S -0.1274 4.0498 -1.4877 -0.1 0.1 -0.3 0.21
P 1.7713 3.7196 -1.7515 0.1 -2.4 -1.5 0.35
P 2.3622 6.3128 0.0850 -1.6 2.0 0.3 0.87
O -6.1654 -6.2393 0.3629 -1.3 -0.4 -0.9 0.04
O 7.1763 5.0473 -2.8483 1.2 0.4 8.4 -0.03
O 6.4887 6.1906 -0.8365 0.6 -3.8 -2.1 -0.03
O 4.6514 6.8800 -2.2504 3.3 -6.3 5.7 0.01
O 1.5643 7.1070 -1.2694 -1.4 -1.3 1.9 -0.41
O -1.4029 -4.0746 1.0350 -1.2 -0.6 0.8 0.03
O 2.0405 1.9750 -1.5542 -1.3 2.7 -0.4 -0.37
O 2.2861 4.0781 -3.4130 0.8 -2.5 2.0 -0.31
O 1.0303 5.9814 1.2125 0.6 1.5 -0.8 -0.44
O 0.8154 0.5311 0.2547 -0.7 -1.6 1.4 0.03
C 5.1406 5.9357 -1.4435 -2.7 4.3 -4.4 -0.28
C -7.1308 -6.4971 -0.3544 1.2 0.3 0.9 -0.48
C 0.4528 -0.3915 0.9829 0.3 1.3 -1.0 -0.44
C -2.4215 -5.0121 2.9806 0.5 0.0 0.1 -0.03
C -0.9752 -0.8675 0.9891 -0.1 0.3 -0.4 -0.02
C 7.3382 5.1578 -1.5144 -1.2 0.0 -6.4 -0.28
C -2.4418 -4.4132 1.5997 1.1 0.5 -0.9 -0.48
C 8.3800 4.1566 -0.7399 -0.6 0.5 1.2 -0.04
C -3.7826 -4.2447 0.9362 0.3 0.1 -0.3 -0.02
C -8.4687 -5.8453 -0.1280 0.2 0.3 0.4 -0.02
C -7.0199 -7.4765 -1.4921 0.5 -0.1 0.1 -0.03
C 1.4203 -1.0880 1.9021 0.5 0.3 -0.2 -0.01
C 4.4532 4.4926 -1.0845 2.6 0.2 -0.4 -0.16
B 2.9270 4.5724 -0.4800 -0.1 -0.9 -0.5 -1.33
H 1.0973 -0.9704 2.9395 -0.1 -0.2 -0.1 0.08
H -4.2642 -5.2186 0.8191 -0.1 0.2 0.2 0.05
H -1.0183 -1.9170 0.6872 0.0 0.1 0.3 0.06
H 5.1388 3.9421 -0.2835 -1.1 1.3 -1.7 0.10
H 0.7688 6.8196 1.6959 0.8 -1.4 -1.0 0.04
H -2.9894 -4.3801 3.6680 -0.1 -0.2 0.0 0.09
H -2.8425 -6.0203 2.9545 -0.2 0.1 0.1 0.08
H 1.2818 1.6693 -0.9484 1.6 0.6 -1.2 -0.01
H -1.5586 -0.2738 0.2774 0.2 0.0 0.2 0.09
H -4.4110 -3.5784 1.5326 -0.1 -0.2 0.0 0.09
H 2.4133 -0.6394 1.7912 -0.2 0.0 0.0 0.09
H 2.9857 3.3875 -3.6900 -1.6 1.5 0.7 0.08
H 8.0868 3.0183 -0.9387 0.5 2.7 0.1 0.11
H -5.9979 -7.8676 -1.5358 -0.2 0.1 0.0 0.09
H 0.5830 6.8524 -1.2308 2.0 0.1 -0.3 0.03
H 1.4839 -2.1473 1.6409 -0.2 0.0 0.2 0.08
H 8.2323 4.3467 0.4288 0.5 -0.4 -2.6 0.10
H 9.5138 4.3493 -1.0574 -2.8 -0.3 0.6 0.10
H -7.7073 -8.3111 -1.3323 -0.1 0.1 -0.2 0.09
H -1.3869 -5.0733 3.3343 -0.2 0.0 -0.1 0.08
H -1.4049 -0.7401 1.9858 0.0 -0.2 0.0 0.09
H -8.4000 -5.1629 0.7259 0.0 -0.2 -0.2 0.09
H -7.2432 -6.9750 -2.4371 -0.2 -0.1 0.0 0.09
H -8.7565 -5.2711 -1.0122 -0.1 -0.2 0.0 0.09
H 4.5179 3.8372 -2.0797 0.0 1.6 2.1 0.13
H -9.2206 -6.6072 0.0926 0.0 0.1 -0.2 0.09
H -3.6435 -3.8009 -0.0553 0.0 -0.1 0.2 0.09
H 1.4967 3.2158 1.2417 1.6 0.6 -0.3 -0.11
```
Positions in Å, forces in eV/Å.

=====

No. 2
Entry from the Open Molecules 2025 dataset: a cluster of 2 separate species, C13H28FN3O3P in total (ωB97M-V/def2-TZVPD).

Summary:
**Total charge**: +1
**Highest occupied orbital energy**: -11.66 eV
**E_LUMO**: -3.63 eV
**2S+1**: 1

```
49
Properties=species:S:1:pos:R:3:forces:R:3:lowdin_charge:R:1
P -0.3737 3.7559 0.3392 -0.5 0.3 -0.2 0.89
F 1.9942 1.6374 4.5772 0.1 0.0 -0.1 -0.04
O -1.2364 2.5940 1.0611 0.4 -0.2 -0.2 -0.22
O 0.1577 4.6863 1.5429 0.0 -0.2 0.1 -0.24
O -1.9026 -3.4341 0.1002 0.1 0.1 -0.1 -0.17
N 2.5952 2.0349 -1.6559 -0.2 0.0 -0.3 0.04
N 0.6351 3.2200 -2.2862 1.0 0.9 -0.2 0.19
N 1.1615 2.8898 -0.0232 0.2 0.1 0.0 -0.09
C -0.3025 -0.3993 -3.4937 -0.2 0.2 -0.1 -0.15
C 2.4811 1.5104 3.2853 -0.2 0.1 0.0 -0.20
C 1.4385 2.7493 -1.3094 0.0 -0.1 0.1 -0.41
C -3.0681 -4.1870 -0.2048 -0.1 -0.1 0.0 -0.28
C -4.3646 -3.5307 0.2353 0.1 0.1 0.1 -0.08
C 2.3491 0.8804 -2.5585 -0.1 -0.5 -0.3 -0.17
C -1.5274 -4.3999 2.3382 0.0 -0.1 -0.1 -0.08
C -0.5944 -0.6191 -4.6334 -0.1 -0.2 0.0 0.13
C 1.8774 2.6233 2.4292 0.6 -0.4 0.1 -0.17
C 2.1297 2.2971 0.9561 0.0 0.0 0.5 -0.14
C 0.0422 -0.1609 -2.1004 0.2 -0.4 0.2 -0.21
C -1.6808 -3.1622 1.4720 0.0 0.0 0.1 -0.29
C 1.5630 -0.2401 -1.8766 -0.3 0.6 0.1 -0.16
H -0.7112 -5.0235 1.9721 0.0 0.0 0.0 0.08
H 3.1307 2.6195 0.6926 0.0 0.1 -0.1 0.13
H -1.3128 -4.1120 3.3677 0.0 0.0 0.0 0.08
H -2.4329 -5.0065 2.3468 0.0 0.0 0.0 0.07
H -2.9880 -5.1971 0.2094 0.0 0.0 0.0 0.11
H -0.7936 1.7480 1.2132 -0.2 0.0 0.2 0.07
H -4.4204 -3.4133 1.3181 0.0 -0.1 0.0 0.07
H -5.2130 -4.1401 -0.0753 0.0 0.0 0.0 0.08
H -0.3888 0.7801 -1.7559 0.0 0.1 0.0 0.09
H 1.0937 3.2242 -3.1912 -0.2 -0.4 0.0 0.13
H 0.8305 2.6693 2.7000 -0.1 0.1 0.0 0.09
H 2.3875 3.5442 2.6951 -0.4 0.3 0.0 0.12
H -0.7544 -2.5837 1.5023 0.0 0.0 -0.1 0.11
H -0.9108 -0.9268 -5.6004 0.1 0.1 -0.1 0.04
H 1.9039 -1.1979 -2.2571 0.1 -0.1 0.1 0.13
H -0.5821 4.9634 2.1061 0.2 0.2 0.1 0.09
H -2.4719 -2.5142 1.8683 0.0 0.0 0.0 0.11
H 1.8361 1.1596 -3.4846 0.0 0.1 0.0 0.11
H 2.1681 0.5345 2.9063 0.1 -0.1 0.1 0.12
H -4.4649 -2.5415 -0.2143 0.0 0.0 0.0 0.08
H 3.2319 2.6862 -2.1110 0.1 -0.1 0.1 0.15
H 2.1339 1.2145 0.8418 -0.2 0.0 -0.2 0.10
H -0.4240 -0.9434 -1.4974 -0.1 0.0 0.0 0.12
H 3.5677 1.5720 3.3358 0.0 -0.1 -0.1 0.13
H 0.2053 4.1260 -2.1270 -0.6 -0.4 0.2 0.09
H -3.0618 -4.2924 -1.2893 0.1 0.0 0.0 0.12
H 3.3181 0.4972 -2.8638 0.2 0.2 0.2 0.13
H 1.7491 -0.1918 -0.8030 0.2 -0.2 0.0 0.10
```
Positions in Å, forces in eV/Å.

=====

no.,F_max (eV/A)
1,9.124
2,1.390